# 1
A molecular structure, C20H21ClN5PtS2Se2. Source: the Open Molecules 2025 dataset; level of theory: the ωB97M-V functional and the def2-TZVPD basis.

```
! RIJCOSX wB97M-V def2-TZVPD def2/J DEFGRID3
* xyz 1 5
Pt 0.522 0.427 -0.079
C -0.329 0.056 3.694
C 1.063 -0.283 3.281
N 1.485 -0.305 2.049
C 2.801 -0.701 1.954
C 3.391 -0.969 3.147
S 2.271 -0.733 4.415
C 3.403 -0.806 0.622
C 4.666 -1.213 0.340
S 4.917 -1.190 -1.345
C 3.320 -0.631 -1.594
N 2.645 -0.478 -0.486
C 2.808 -0.369 -2.969
H -0.872 0.426 2.832
H -0.336 0.815 4.477
H -0.841 -0.828 4.076
H 4.401 -1.294 3.337
H 5.436 -1.526 1.025
H 3.543 -0.666 -3.715
H 2.586 0.690 -3.093
H 1.885 -0.921 -3.140
Cl -1.321 3.167 -0.020
C -1.329 1.381 0.314
H -2.082 0.997 -0.368
H -1.723 1.310 1.324
C -1.102 3.531 -4.467
N -0.820 2.287 -3.762
C -1.420 1.069 -3.974
C -0.902 0.224 -3.041
N 0.008 0.908 -2.269
C 0.022 2.143 -2.724
H -1.806 3.326 -5.268
H -0.189 3.936 -4.898
H -1.540 4.256 -3.785
H -2.142 0.919 -4.757
H -1.117 -0.818 -2.879
H 0.601 2.953 -2.312
Se 2.853 3.859 2.748
C 2.143 3.013 1.332
N 1.684 2.469 0.418
Se -0.402 -2.143 0.156
C -2.068 -2.346 0.996
C -3.176 -1.560 0.670
C -4.376 -1.756 1.331
C -4.473 -2.717 2.332
C -3.375 -3.506 2.655
C -2.180 -3.339 1.978
H -3.101 -0.817 -0.108
H -5.237 -1.156 1.069
H -5.411 -2.859 2.853
H -3.456 -4.263 3.423
H -1.329 -3.970 2.201
*
```

Computed properties:
* energy above the lowest of the compared OMol25 structures with the same formula, charge and spin: 10.1 kcal/mol
* <S²>: 6.03
* orbital gap (spin up / spin down): 0.2420 / 0.1993 Ha
* E_LUMO (spin up / spin down): -2.2 / -5.8 eV



# 2
A molecular structure, C8H6F2NPtSe2Te2. Source: the Open Molecules 2025 dataset; level of theory: the ωB97M-V functional and the def2-TZVPD basis.

```
! RIJCOSX wB97M-V def2-TZVPD def2/J DEFGRID3
* xyz -1 1
Pt 0.144 -0.176 1.191
Se -2.127 0.301 0.052
Te -2.464 -0.194 2.442
Te 0.139 -0.789 3.964
Se 1.465 1.038 2.904
N 0.188 -2.300 0.238
C 0.838 -3.240 0.136
C 1.684 -4.404 0.005
C 1.957 -4.933 -1.251
C 2.773 -6.047 -1.362
C 3.314 -6.630 -0.223
C 3.041 -6.096 1.029
C 2.227 -4.981 1.148
H 1.532 -4.464 -2.128
H 2.989 -6.459 -2.339
H 3.951 -7.500 -0.312
H 3.467 -6.544 1.917
H 2.011 -4.545 2.115
F 2.400 -0.374 -0.503
C 1.256 0.404 -0.385
F 1.705 1.703 -0.328
H 0.722 0.299 -1.332
*
```

Computed properties:
* energy above the lowest of the compared OMol25 structures with the same formula, charge and spin: 0.0 kcal/mol
* orbital gap: 0.2116 Ha
* E_LUMO: 2.3 eV



# 3
A single C19H12N4S molecule. Source: the Open Molecules 2025 dataset; level of theory: the ωB97M-V functional and the def2-TZVPD basis.

```
! RIJCOSX wB97M-V def2-TZVPD def2/J DEFGRID3
* xyz 0 1
C 0.978 1.639 -3.002
C -0.378 1.799 -2.865
C -0.932 1.840 -1.562
C -0.140 1.639 -0.419
C -0.682 1.635 0.924
C -1.527 2.650 1.288
S -1.799 2.745 2.994
C -0.695 1.405 3.209
N -0.407 0.979 4.431
C 0.339 -0.122 4.501
N 0.745 -0.790 3.425
C 0.428 -0.380 2.197
N 0.760 -1.240 1.135
C 1.926 -1.959 1.078
N 2.001 -2.704 0.006
C 0.728 -2.549 -0.594
C 0.273 -3.099 -1.785
C -0.955 -2.700 -2.291
C -1.733 -1.790 -1.574
C -1.300 -1.305 -0.359
C -0.037 -1.655 0.093
C -0.251 0.831 2.037
C 1.242 1.479 -0.605
C 1.792 1.514 -1.870
H 1.394 1.546 -4.019
H -1.002 1.913 -3.729
H -1.990 1.944 -1.388
H -1.918 3.361 0.573
H 0.720 -0.399 5.483
H 2.681 -1.879 1.858
H 0.832 -3.797 -2.336
H -1.254 -3.049 -3.252
H -2.672 -1.485 -1.941
H -1.922 -0.610 0.183
H 1.899 1.223 0.240
H 2.857 1.369 -2.063
*
```

Computed properties:
* energy above the lowest of the compared OMol25 structures with the same formula, charge and spin: 0.0 kcal/mol
* SMILES: c1ccc(-c2csc3ncnc(-n4cnc5ccccc54)c23)cc1
* orbital gap: 0.3060 Ha
* E_LUMO: -0.1 eV



# 4
15 unconnected molecules or ions with the total composition C51H100Cl6N2O20S10. Source: the Open Molecules 2025 dataset; level of theory: the ωB97M-V functional and the def2-TZVPD basis.

```
! RIJCOSX wB97M-V def2-TZVPD def2/J DEFGRID3
* xyz 0 1
C 0.526 4.854 -2.022
C 0.511 5.221 -3.539
C 1.874 5.382 -4.304
C 1.801 5.949 -5.662
N 1.821 6.433 -6.725
H 0.983 3.857 -1.855
H -0.460 4.962 -1.613
H 1.152 5.603 -1.497
H 0.056 6.152 -3.616
H -0.074 4.445 -4.037
H 2.414 4.423 -4.390
H 2.568 5.980 -3.713
C 3.815 1.958 -5.733
C 3.184 1.453 -4.462
C 4.013 1.121 -3.211
C 4.711 2.215 -2.607
N 5.191 3.167 -2.212
H 4.491 1.274 -6.268
H 4.360 2.912 -5.622
H 2.949 2.204 -6.370
H 2.638 0.561 -4.700
H 2.359 2.116 -4.219
H 4.801 0.422 -3.541
H 3.394 0.589 -2.474
C -1.154 -5.218 0.470
Cl -2.423 -6.188 1.192
Cl -0.320 -5.891 -0.937
H -1.560 -4.211 0.310
H -0.432 -5.077 1.300
C -3.634 5.721 3.589
Cl -3.430 3.974 3.898
Cl -2.333 6.663 4.354
H -3.790 5.856 2.527
H -4.633 5.961 3.937
C 2.823 5.602 1.984
Cl 1.236 6.064 1.603
Cl 3.731 5.032 0.604
H 3.408 6.374 2.441
H 2.735 4.694 2.597
C 5.407 0.702 1.102
C 6.056 1.645 2.169
C 5.557 1.411 3.569
S 4.739 -0.191 3.403
O 3.738 -0.353 4.467
O 5.721 -1.223 3.268
C 4.165 0.067 1.785
H 6.148 -0.010 0.788
H 5.074 1.297 0.206
H 5.857 2.740 1.921
H 7.146 1.516 2.124
H 4.858 2.097 4.011
H 6.451 1.262 4.276
H 3.331 0.753 1.918
H 3.932 -0.864 1.261
C -5.139 2.380 -1.530
C -3.973 2.121 -0.555
C -3.831 3.414 0.232
S -5.445 3.767 0.824
O -5.682 5.178 1.010
O -5.779 2.797 1.875
C -6.196 3.217 -0.786
H -5.511 1.415 -1.743
H -4.694 2.918 -2.391
H -3.094 1.971 -1.165
H -4.055 1.249 0.055
H -3.488 4.256 -0.411
H -3.112 3.344 1.086
H -6.456 4.154 -1.230
H -7.128 2.742 -0.561
C 1.831 -2.906 -3.866
C 0.365 -3.160 -3.271
C -0.442 -3.809 -4.325
S 0.042 -3.072 -5.858
O -0.795 -1.919 -6.141
O 0.216 -4.056 -6.888
C 1.644 -2.528 -5.334
H 2.481 -3.785 -3.690
H 2.359 -2.051 -3.377
H -0.057 -2.153 -3.268
H 0.410 -3.768 -2.325
H -1.546 -3.683 -4.224
H -0.235 -4.891 -4.493
H 1.506 -1.446 -5.444
H 2.372 -3.055 -6.002
C -3.850 -3.810 -1.904
C -5.305 -4.456 -1.777
C -6.193 -3.254 -1.449
S -5.274 -2.317 -0.093
O -5.662 -2.732 1.235
O -5.220 -0.957 -0.464
C -3.641 -3.038 -0.648
H -3.938 -3.133 -2.777
H -3.122 -4.575 -2.002
H -5.311 -5.202 -0.971
H -5.709 -5.026 -2.664
H -7.169 -3.408 -1.016
H -6.196 -2.588 -2.322
H -3.340 -3.661 0.208
H -2.959 -2.198 -0.719
C 0.498 2.586 6.381
C -0.577 3.288 5.449
C 0.278 3.600 4.236
S 1.269 2.201 3.881
O 2.568 2.606 3.402
O 0.511 1.306 3.038
C 1.299 1.606 5.547
H -0.118 2.068 7.174
H 1.247 3.320 6.734
H -1.020 4.133 5.869
H -1.333 2.607 5.187
H 0.839 4.545 4.327
H -0.339 3.760 3.403
H 2.396 1.528 5.744
H 0.727 0.700 5.495
C 1.051 1.084 -0.754
C -0.348 1.310 -0.093
C -0.874 0.062 0.598
S -0.486 -1.217 -0.624
O -1.364 -0.996 -1.759
O -0.360 -2.561 -0.151
C 1.122 -0.485 -1.093
H 1.808 1.296 0.001
H 1.250 1.664 -1.613
H -0.976 1.614 -0.970
H -0.312 2.082 0.682
H -1.908 0.166 0.707
H -0.314 -0.241 1.496
H 1.292 -0.649 -2.137
H 1.914 -1.010 -0.530
C 5.160 -4.466 0.548
C 3.730 -4.934 0.237
C 3.229 -4.129 -0.983
S 4.376 -2.771 -1.240
O 3.719 -1.483 -1.408
O 5.302 -3.160 -2.310
C 5.323 -2.970 0.252
H 5.897 -4.912 -0.132
H 5.506 -4.694 1.537
H 3.070 -4.735 1.025
H 3.676 -5.996 0.034
H 2.284 -3.615 -0.760
H 3.297 -4.677 -1.948
H 4.919 -2.387 1.069
H 6.457 -2.901 0.030
C 0.859 -2.752 5.481
C 2.366 -3.142 5.524
C 3.114 -3.411 4.202
S 1.716 -3.053 3.043
O 0.928 -4.242 2.864
O 2.108 -2.302 1.880
C 0.727 -1.989 4.162
H 0.604 -2.092 6.319
H 0.263 -3.653 5.419
H 2.505 -3.890 6.258
H 2.710 -2.244 5.868
H 3.416 -4.474 4.133
H 4.049 -2.819 4.024
H -0.194 -1.792 3.665
H 1.327 -1.080 4.281
C -3.287 0.297 -5.651
C -2.627 1.547 -6.283
C -1.156 1.516 -5.895
S -1.118 0.848 -4.268
O -1.579 1.862 -3.312
O 0.188 0.243 -4.049
C -2.489 -0.204 -4.450
H -3.409 -0.483 -6.407
H -4.319 0.533 -5.429
H -2.991 2.466 -5.805
H -2.838 1.509 -7.356
H -0.748 2.554 -5.793
H -0.481 0.801 -6.342
H -2.967 -0.119 -3.450
H -2.153 -1.182 -4.666
C -4.653 -2.770 4.766
C -5.371 -1.410 4.586
C -4.509 -0.569 3.667
S -2.796 -1.111 3.965
O -1.996 -0.134 4.748
O -2.242 -1.654 2.686
C -3.187 -2.444 4.984
H -4.883 -3.366 3.840
H -5.039 -3.402 5.571
H -5.534 -0.922 5.542
H -6.355 -1.606 4.158
H -4.494 0.471 3.822
H -4.721 -0.781 2.651
H -3.078 -2.175 6.049
H -2.517 -3.263 4.834
*
```

Computed properties:
* orbital gap: 0.3703 Ha
* E_LUMO: 0.2 eV



# 5
A single C7H7FN2O2 molecule. Source: the Open Molecules 2025 dataset; level of theory: the ωB97M-V functional and the def2-TZVPD basis.

```
! RIJCOSX wB97M-V def2-TZVPD def2/J DEFGRID3
* xyz 0 1
H -0.405 1.735 2.212
N -0.190 2.106 1.306
C -0.590 1.554 0.275
C -0.656 1.464 -1.169
C -1.560 0.568 -0.298
C -1.606 -0.852 -0.063
C -0.793 -1.901 0.130
F -1.369 -3.100 0.542
C 0.607 -2.082 -0.105
C 1.552 -1.219 -0.190
N 2.163 -0.188 -0.114
O 2.643 0.718 -0.950
O 2.580 0.077 1.220
H 0.333 1.134 -1.781
H -1.164 2.174 -1.780
H -2.563 1.061 -0.348
H -2.625 -1.121 0.222
H 0.829 -3.106 -0.315
H 2.816 0.977 1.208
*
```

Computed properties:
* energy above the lowest of the compared OMol25 structures with the same formula, charge and spin: 112.8 kcal/mol
* SMILES: [H]/N=C1/C[C@H]1/C=C(/F)C=C=[N+]([O-])O
* orbital gap: 0.3142 Ha
* E_LUMO: -0.3 eV



| no. | E_tot (eV) | strongest force on any atom (eV/Å) |
| --- | --- | --- |
| 1 | -196655.3100 | 0.530 |
| 2 | -163846.4038 | 0.917 |
| 3 | -36693.8345 | 2.202 |
| 4 | -281921.0887 | 4.396 |
| 5 | -17156.4717 | 7.521 |